# 1
59
Properties=species:S:1:pos:R:3:lowdin_charge:R:1 method="wB97M-V/def2-TZVPD" e_lumo_ev=-6.88 fmax_ev_per_a=1.1 total_charge=+2 e_tot_ev=-144514.580 gap_ha=0.2514 e_homo_ev=-13.72
Sc -0.853 0.393 -1.049 1.00
O -3.332 -3.247 -1.206 0.23
C -2.446 -2.319 -1.032 -0.42
O -2.473 -1.209 -1.563 0.02
C -1.316 -2.645 -0.114 -0.16
C -1.056 -3.825 0.553 0.07
C 0.075 -3.868 1.371 0.02
C 0.879 -2.746 1.513 0.06
C 0.548 -1.613 0.781 -0.14
N -0.520 -1.584 -0.002 0.04
C 1.256 -0.263 0.809 -0.54
O 2.019 0.014 1.695 0.15
O 0.837 0.527 -0.152 -0.13
H -4.059 -2.984 -1.794 0.17
H -1.703 -4.684 0.444 0.14
H 0.319 -4.779 1.901 0.13
H 1.751 -2.739 2.151 0.14
Br 1.714 -4.374 -6.309 0.83
C 1.214 -2.838 -5.350 -0.67
C 1.145 -1.605 -5.989 -0.09
C 0.760 -0.480 -5.288 0.00
C 0.444 -0.564 -3.930 -0.24
C 0.527 -1.810 -3.305 -0.02
C 0.904 -2.940 -3.999 -0.10
N 0.018 0.532 -3.145 0.04
C 0.201 1.741 -3.532 -0.02
C -0.294 2.866 -2.749 -0.23
C -0.020 4.167 -3.137 0.03
C -0.550 5.221 -2.406 0.01
C -1.353 4.930 -1.317 0.00
C -1.566 3.603 -0.974 -0.10
N -1.043 2.581 -1.657 0.02
H 1.383 -1.533 -7.041 0.12
H 0.681 0.455 -5.826 0.12
H 0.327 -1.874 -2.243 0.09
H 0.961 -3.900 -3.506 0.11
H 0.714 1.980 -4.460 0.14
H 0.604 4.349 -4.002 0.13
H -0.346 6.245 -2.689 0.13
H -1.808 5.719 -0.735 0.13
H -2.189 3.347 -0.127 0.08
N -0.125 2.300 2.282 0.18
C -0.952 1.271 2.421 -0.76
S -2.133 0.887 1.210 0.72
N -0.982 0.548 3.539 0.09
C 0.011 0.422 4.562 -0.23
C 0.701 1.500 5.101 -0.03
C 1.734 1.267 5.998 -0.05
C 2.064 -0.024 6.374 -0.05
C 1.316 -1.091 5.896 -0.05
C 0.286 -0.869 4.999 -0.03
H -0.056 2.726 1.377 0.10
H 0.697 2.338 2.870 0.11
H -1.706 -0.155 3.557 0.13
H 0.408 2.521 4.894 0.12
H 2.274 2.109 6.408 0.12
H 2.878 -0.198 7.064 0.12
H 1.537 -2.099 6.221 0.12
H -0.309 -1.700 4.634 0.11

=====

# 2
67
Properties=species:S:1:pos:R:3:lowdin_charge:R:1 method="wB97M-V/def2-TZVPD" e_lumo_ev=-1.88 fmax_ev_per_a=1.2 e_above_lowest_kcal_mol=5.5 e_tot_ev=-136205.754 gap_ha=0.2660 e_homo_ev=-9.12
V 1.985 0.390 1.326 0.92
C -2.112 1.885 0.353 0.01
C -0.654 1.554 0.310 -0.19
N -0.138 0.634 1.067 -0.01
N -1.035 -0.067 1.854 0.01
C -0.698 -1.227 2.232 -0.87
S 0.801 -2.101 1.679 0.97
S -1.595 -2.164 3.370 0.99
C -2.822 -0.969 3.969 -0.39
C -2.275 0.324 4.519 -0.30
C -1.097 0.367 5.254 -0.06
C -0.614 1.576 5.732 -0.07
C -1.313 2.750 5.494 -0.08
C -2.499 2.711 4.774 -0.09
C -2.974 1.503 4.285 -0.07
C 0.191 2.237 -0.672 -0.10
C -0.250 3.381 -1.352 -0.02
C 0.488 3.928 -2.379 -0.07
C 1.681 3.322 -2.774 -0.05
C 2.138 2.189 -2.134 0.01
C 1.407 1.660 -1.072 -0.31
O 1.868 0.565 -0.463 -0.17
H -2.600 1.393 1.186 0.06
H -2.584 1.583 -0.584 0.11
H -2.236 2.962 0.453 0.09
H -3.336 -1.540 4.746 0.09
H -3.538 -0.778 3.170 0.08
H -0.528 -0.538 5.427 0.09
H 0.321 1.592 6.277 0.10
H -0.933 3.693 5.865 0.10
H -3.053 3.623 4.588 0.10
H -3.894 1.476 3.711 0.11
H -1.180 3.852 -1.068 0.11
H 0.140 4.821 -2.879 0.11
H 2.260 3.747 -3.584 0.11
H 3.067 1.707 -2.409 0.13
C -1.104 -3.569 -9.033 -0.08
C -0.901 -3.504 -7.542 -0.74
O -0.247 -4.284 -6.913 0.05
S -1.740 -2.092 -6.809 1.02
C -1.191 -2.203 -5.129 -0.53
C -1.498 -3.314 -4.351 -0.08
C -1.082 -3.367 -3.033 -0.01
C -0.372 -2.301 -2.479 -0.22
C -0.070 -1.188 -3.264 -0.01
C -0.474 -1.144 -4.587 -0.08
C 0.036 -2.322 -1.106 -0.01
C 0.370 -2.249 0.048 -0.36
H -1.048 -4.607 -9.354 0.09
H -0.298 -3.010 -9.511 0.09
H -2.053 -3.127 -9.331 0.07
H -2.054 -4.135 -4.780 0.11
H -1.311 -4.230 -2.422 0.12
H 0.490 -0.369 -2.832 0.11
H -0.229 -0.289 -5.203 0.11
O 3.510 -0.675 1.265 -0.47
Cl 4.992 -0.137 1.096 0.75
O 5.745 -1.312 0.908 -0.24
O 5.280 0.540 2.306 -0.29
O 4.964 0.713 -0.034 -0.25
F 1.424 0.250 3.107 -0.52
Te 3.031 -0.339 4.860 2.00
F 3.316 1.495 5.377 -0.52
F 2.259 -2.114 4.636 -0.54
F 1.466 -0.088 5.827 -0.42
F 3.919 -0.890 6.405 -0.45
O 2.485 1.815 1.609 -0.15

=====

# 3
57
Properties=species:S:1:pos:R:3:lowdin_charge:R:1 method="wB97M-V/def2-TZVPD" e_lumo_ev="-8.54 / -8.54" fmax_ev_per_a=3.4 e_above_lowest_kcal_mol=17.5 total_charge=+2 e_tot_ev=-52260.680 gap_ha="0.1744 / 0.1743" e_homo_ev="-13.29 / -13.29"
Au 0.095 0.880 -0.491 0.96
C -1.023 -4.231 0.256 -0.03
C -1.818 -3.152 0.636 -0.06
C -1.760 -1.972 -0.067 -0.03
C -0.925 -1.852 -1.193 -0.32
C -0.152 -2.959 -1.591 0.00
C -0.197 -4.125 -0.857 -0.04
N -0.793 -0.618 -1.768 0.02
C -0.648 -0.398 -3.082 -0.21
C -1.168 -1.257 -4.076 0.01
C -1.088 -0.912 -5.404 -0.02
C -0.476 0.283 -5.810 -0.04
C 0.029 1.157 -4.875 0.02
C -0.060 0.840 -3.508 -0.19
N 0.470 1.587 -2.523 -0.01
N 0.979 2.728 -2.635 0.14
C 1.455 3.331 -1.523 -0.31
C 2.366 4.388 -1.633 0.05
C 2.808 5.006 -0.478 0.00
C 2.330 4.571 0.754 0.00
C 1.436 3.512 0.780 -0.10
N 1.007 2.909 -0.314 0.01
H -1.052 -5.150 0.822 0.12
H -2.492 -3.253 1.475 0.11
H -2.389 -1.134 0.193 0.11
H 0.511 -2.867 -2.438 0.13
H 0.418 -4.962 -1.151 0.12
H -1.687 -2.151 -3.769 0.13
H -1.523 -1.566 -6.144 0.13
H -0.428 0.525 -6.860 0.12
H 0.507 2.080 -5.164 0.12
H 2.730 4.664 -2.608 0.13
H 3.525 5.811 -0.535 0.13
H 2.637 5.040 1.674 0.12
H 1.032 3.134 1.707 0.12
C 3.163 -2.343 2.659 -0.03
N 1.889 -1.798 3.034 -0.13
C 1.222 -2.052 4.195 0.00
C 0.072 -1.353 4.168 -0.01
N 0.012 -0.644 2.970 0.04
C 1.170 -0.936 2.289 -0.65
S 1.818 -0.410 0.819 0.69
C -1.084 0.168 2.632 -0.23
C -2.199 0.186 3.481 0.03
C -3.278 0.994 3.187 -0.01
C -3.234 1.790 2.051 -0.02
C -2.107 1.712 1.262 -0.14
N -1.063 0.919 1.525 0.01
H 3.512 -3.004 3.448 0.11
H 3.884 -1.540 2.508 0.10
H 3.071 -2.902 1.727 0.10
H 1.615 -2.700 4.953 0.14
H -0.669 -1.309 4.934 0.12
H -2.243 -0.420 4.366 0.11
H -4.139 1.000 3.838 0.13
H -4.048 2.444 1.786 0.12
H -2.019 2.310 0.368 0.10

=====

# 4
64
Properties=species:S:1:pos:R:3:lowdin_charge:R:1 method="wB97M-V/def2-TZVPD" e_lumo_ev=0.07 fmax_ev_per_a=0.9 e_tot_ev=-143108.032 gap_ha=0.2577 e_homo_ev=-6.94
Ga 0.171 -0.300 0.903 0.25
Cl 2.610 -1.705 7.147 0.66
C 2.274 -1.777 5.458 -0.70
C 1.360 -0.893 4.907 -0.03
C 1.105 -0.919 3.544 -0.19
N 0.318 -0.014 2.865 0.04
C -0.277 1.047 3.444 -0.47
O -0.655 1.168 4.596 0.08
C -0.291 2.218 2.501 -0.23
C -0.836 3.433 2.890 0.02
C -0.611 4.548 2.103 -0.04
C 0.186 4.414 0.978 -0.04
C 0.675 3.157 0.655 -0.14
N 0.426 2.080 1.383 0.05
C 1.786 -1.849 2.720 -0.19
C 2.700 -2.727 3.286 -0.03
C 2.927 -2.701 4.654 -0.69
Cl 4.015 -3.844 5.354 0.66
N 1.387 -1.839 1.399 0.03
C 1.777 -2.748 0.489 -0.49
O 2.778 -3.447 0.490 0.07
C 0.699 -2.966 -0.538 -0.23
C 0.850 -3.972 -1.487 0.01
C -0.242 -4.346 -2.247 -0.04
C -1.458 -3.725 -1.997 -0.04
C -1.511 -2.723 -1.043 -0.11
N -0.458 -2.328 -0.346 0.05
H 0.839 -0.188 5.535 0.10
H -1.408 3.467 3.804 0.12
H -1.028 5.507 2.372 0.11
H 0.417 5.257 0.347 0.11
H 1.305 3.011 -0.213 0.11
H 3.231 -3.428 2.661 0.10
H 1.816 -4.445 -1.575 0.12
H -0.157 -5.119 -2.997 0.11
H -2.357 -4.014 -2.520 0.10
H -2.446 -2.241 -0.807 0.08
C 3.664 0.910 -2.959 -0.04
N 2.354 1.484 -3.061 -0.13
C 1.945 2.412 -3.979 -0.04
C 0.645 2.680 -3.709 -0.05
N 0.249 1.926 -2.640 0.02
B -1.123 2.115 -1.965 -0.44
N -1.994 0.820 -2.013 0.02
C -2.734 0.487 -3.115 -0.05
C -3.851 -0.164 -2.713 -0.04
N -3.789 -0.255 -1.349 -0.14
C -4.824 -0.733 -0.476 -0.04
C -2.627 0.318 -0.947 -0.66
S -2.164 0.289 0.708 0.83
C 1.304 1.201 -2.252 -0.62
S 1.514 -0.003 -1.045 0.87
H 4.365 1.523 -3.521 0.10
H 3.670 -0.108 -3.352 0.10
H 3.960 0.865 -1.911 0.08
H 2.604 2.802 -4.726 0.12
H -0.029 3.367 -4.174 0.12
H -1.712 2.944 -2.584 0.09
H -0.993 2.407 -0.826 0.06
H -2.410 0.770 -4.094 0.13
H -4.675 -0.554 -3.273 0.12
H -5.589 -1.229 -1.068 0.10
H -5.265 0.105 0.068 0.10
H -4.413 -1.424 0.261 0.08

=====

Repeat the first record exactly.
59
Properties=species:S:1:pos:R:3:lowdin_charge:R:1 method="wB97M-V/def2-TZVPD" e_lumo_ev=-6.88 fmax_ev_per_a=1.1 total_charge=+2 e_tot_ev=-144514.580 gap_ha=0.2514 e_homo_ev=-13.72
Sc -0.853 0.393 -1.049 1.00
O -3.332 -3.247 -1.206 0.23
C -2.446 -2.319 -1.032 -0.42
O -2.473 -1.209 -1.563 0.02
C -1.316 -2.645 -0.114 -0.16
C -1.056 -3.825 0.553 0.07
C 0.075 -3.868 1.371 0.02
C 0.879 -2.746 1.513 0.06
C 0.548 -1.613 0.781 -0.14
N -0.520 -1.584 -0.002 0.04
C 1.256 -0.263 0.809 -0.54
O 2.019 0.014 1.695 0.15
O 0.837 0.527 -0.152 -0.13
H -4.059 -2.984 -1.794 0.17
H -1.703 -4.684 0.444 0.14
H 0.319 -4.779 1.901 0.13
H 1.751 -2.739 2.151 0.14
Br 1.714 -4.374 -6.309 0.83
C 1.214 -2.838 -5.350 -0.67
C 1.145 -1.605 -5.989 -0.09
C 0.760 -0.480 -5.288 0.00
C 0.444 -0.564 -3.930 -0.24
C 0.527 -1.810 -3.305 -0.02
C 0.904 -2.940 -3.999 -0.10
N 0.018 0.532 -3.145 0.04
C 0.201 1.741 -3.532 -0.02
C -0.294 2.866 -2.749 -0.23
C -0.020 4.167 -3.137 0.03
C -0.550 5.221 -2.406 0.01
C -1.353 4.930 -1.317 0.00
C -1.566 3.603 -0.974 -0.10
N -1.043 2.581 -1.657 0.02
H 1.383 -1.533 -7.041 0.12
H 0.681 0.455 -5.826 0.12
H 0.327 -1.874 -2.243 0.09
H 0.961 -3.900 -3.506 0.11
H 0.714 1.980 -4.460 0.14
H 0.604 4.349 -4.002 0.13
H -0.346 6.245 -2.689 0.13
H -1.808 5.719 -0.735 0.13
H -2.189 3.347 -0.127 0.08
N -0.125 2.300 2.282 0.18
C -0.952 1.271 2.421 -0.76
S -2.133 0.887 1.210 0.72
N -0.982 0.548 3.539 0.09
C 0.011 0.422 4.562 -0.23
C 0.701 1.500 5.101 -0.03
C 1.734 1.267 5.998 -0.05
C 2.064 -0.024 6.374 -0.05
C 1.316 -1.091 5.896 -0.05
C 0.286 -0.869 4.999 -0.03
H -0.056 2.726 1.377 0.10
H 0.697 2.338 2.870 0.11
H -1.706 -0.155 3.557 0.13
H 0.408 2.521 4.894 0.12
H 2.274 2.109 6.408 0.12
H 2.878 -0.198 7.064 0.12
H 1.537 -2.099 6.221 0.12
H -0.309 -1.700 4.634 0.11